No. 1
DFT (ωB97M-V/def2-TZVPD) results for a molecular structure, C52H50N11OS4Sn.

Values from the calculation:
**E_LUMO**: -2.3255 eV
**ΔE to the lowest compared entry with this formula, charge and spin**: 0.0 kcal per mole
**Electronic energy**: -4496.01938 hartree
**Total charge**: +1

CARTESIAN COORDINATES (ANGSTROEM)
Sn: -0.788 0.405 0.518
C: -5.143 1.186 2.788
C: -4.054 0.718 1.865
N: -2.893 1.282 1.807
N: -2.733 2.384 2.585
C: -1.519 2.849 2.739
N: -1.427 4.011 3.420
S: 0.004 2.159 2.249
C: -4.334 -0.438 0.981
C: -5.563 -1.099 1.029
C: -5.777 -2.195 0.210
C: -4.776 -2.593 -0.661
C: -3.607 -1.851 -0.679
N: -3.386 -0.814 0.118
H: -4.742 1.917 3.478
H: -5.560 0.352 3.355
H: -5.953 1.660 2.224
H: -2.255 4.400 3.835
H: -0.523 4.374 3.657
H: -6.345 -0.758 1.692
H: -6.718 -2.728 0.246
H: -4.901 -3.450 -1.310
H: -2.795 -2.101 -1.358
S: -6.429 4.002 -3.288
C: -7.919 3.372 -2.741
C: -7.742 2.398 -1.810
C: -6.369 2.159 -1.532
C: -5.525 2.952 -2.259
C: -4.057 2.978 -2.233
C: -3.359 2.172 -1.311
N: -2.050 2.116 -1.214
C: -1.310 2.892 -2.039
C: -1.899 3.731 -2.995
C: -1.066 4.529 -3.851
C: 0.277 4.476 -3.755
C: 0.914 3.624 -2.792
C: 2.310 3.525 -2.682
C: 2.877 2.689 -1.746
C: 1.988 1.984 -0.913
N: 0.683 2.050 -0.999
C: 0.128 2.846 -1.929
C: 4.329 2.508 -1.618
C: 5.326 3.130 -2.315
C: 6.625 2.685 -1.954
C: 6.595 1.731 -0.986
S: 4.998 1.362 -0.510
C: -3.297 3.754 -3.079
H: -8.844 3.758 -3.140
H: -8.555 1.867 -1.336
H: -6.032 1.413 -0.825
H: -3.906 1.548 -0.624
H: -1.547 5.177 -4.574
H: 0.902 5.079 -4.404
H: 2.928 4.108 -3.354
H: 2.379 1.314 -0.152
H: 5.150 3.893 -3.061
H: 7.535 3.059 -2.401
H: 7.428 1.220 -0.527
H: -3.771 4.388 -3.821
C: -3.467 -3.143 3.627
C: -2.770 -3.558 2.502
C: -1.827 -2.702 1.958
N: -1.556 -1.500 2.463
C: -2.201 -1.124 3.569
C: -3.162 -1.911 4.186
H: -4.226 -3.775 4.071
H: -2.961 -4.524 2.050
H: -1.252 -2.982 1.079
H: -1.922 -0.156 3.976
H: -3.664 -1.556 5.078
C: 0.032 -1.949 -6.081
C: 1.400 -2.592 -5.867
C: 2.524 -1.593 -6.133
C: 1.540 -3.213 -4.471
N: 1.495 -2.228 -3.395
C: 0.456 -1.591 -2.840
N: 0.903 -0.750 -1.940
N: 2.248 -0.887 -1.956
N: 2.613 -1.768 -2.817
H: -0.057 -1.592 -7.107
H: -0.108 -1.087 -5.425
H: -0.777 -2.662 -5.903
H: 1.498 -3.426 -6.567
H: 2.442 -0.725 -5.474
H: 2.477 -1.238 -7.163
H: 3.504 -2.047 -5.973
H: 2.505 -3.707 -4.387
H: 0.749 -3.942 -4.295
H: -0.578 -1.751 -3.098
O: 1.239 -1.104 1.159
S: 2.742 -1.180 1.278
C: 3.269 -0.230 2.727
C: 2.477 -0.280 4.015
C: 2.949 0.516 5.059
C: 2.310 0.534 6.288
C: 1.188 -0.260 6.497
C: 0.708 -1.045 5.462
C: 1.339 -1.050 4.222
C: 3.104 -2.847 1.924
C: 4.589 -3.041 2.048
C: 5.163 -3.333 3.281
C: 6.531 -3.547 3.385
C: 7.338 -3.458 2.260
C: 6.776 -3.137 1.030
C: 5.409 -2.929 0.924
H: 3.333 0.802 2.370
H: 4.292 -0.580 2.896
H: 3.829 1.132 4.901
H: 2.687 1.167 7.082
H: 0.693 -0.259 7.460
H: -0.169 -1.663 5.614
H: 0.910 -1.629 3.416
H: 2.671 -3.517 1.180
H: 2.585 -2.971 2.872
H: 4.533 -3.406 4.162
H: 6.967 -3.785 4.347
H: 8.401 -3.644 2.338
H: 7.404 -3.053 0.152
H: 4.968 -2.681 -0.037

***

No. 2
DFT (ωB97M-V/def2-TZVPD) results for a molecular structure, H2OS2 in a non-equilibrium geometry.

Values from the calculation:
**E_LUMO**: -2.5755 eV
**ΔE to the lowest compared entry with this formula, charge and spin**: 85.3 kcal per mole
**Electronic energy**: -872.64752 hartree

CARTESIAN COORDINATES (ANGSTROEM)
H: 2.298 -0.863 0.485
H: 0.400 -0.489 0.701
O: -0.518 0.933 0.072
S: -1.307 -0.337 -0.031
S: 1.397 -0.045 -0.079

***

No. 3
DFT (ωB97M-V/def2-TZVPD) results for a gas-phase ion, C5H12NO (charge +1) in a non-equilibrium geometry.

Values from the calculation:
**E_LUMO**: -3.4392 eV
**ΔE to the lowest compared entry with this formula, charge and spin**: 25.8 kcal per mole
**Electronic energy**: -327.41844 hartree
**Total charge**: +1
**SMILES string**: C[C@H]([NH3+])CCC=O

CARTESIAN COORDINATES (ANGSTROEM)
C: -1.328 -1.345 1.221
C: -0.198 -1.021 0.247
N: 1.011 -0.575 1.052
C: -0.598 0.107 -0.771
C: 0.063 1.485 -0.744
C: 1.142 1.723 -1.742
O: 2.305 1.709 -1.407
H: -1.315 -0.710 2.121
H: -1.422 -2.384 1.530
H: -2.301 -1.059 0.817
H: 0.002 -1.944 -0.291
H: 0.717 -0.320 1.990
H: 1.433 0.244 0.598
H: 1.700 -1.316 1.146
H: -1.678 0.164 -0.796
H: -0.184 -0.401 -1.658
H: 0.420 1.739 0.276
H: -0.753 2.210 -0.754
H: 0.984 1.695 -2.835

***

Number 1: HOMO level -9.589 eV. Number 2: HOMO level -8.807 eV. Number 3: HOMO level -13.910 eV.